Record 1
The following is a quantum chemistry calculation of one molecule with the formula C6H10FNS in a non-equilibrium geometry, from the Open Molecules 2025 dataset.

Its net charge is 0. As for the LUMO energy (spin up / spin down): 0.07 / -0.50 eV. The relative energy (zero: lowest compared OMol25 entry of this formula, charge and spin) comes out at 352.77 kJ/mol. The value obtained for the gap between HOMO and LUMO (spin up / spin down) is 0.30577 / 0.28521 hartree. The calculation puts the HOMO energy (spin up / spin down) at -8.2 / -8.3 eV.

Element x y z (Å)
C: -1.312 0.565 -0.065
C: -1.230 -0.647 0.364
C: 1.465 0.249 0.299
C: -2.583 1.296 -0.419
C: 1.523 0.346 1.735
C: 1.200 -1.516 -1.403
N: 1.143 -1.042 -0.064
F: -1.964 -1.683 0.513
S: 0.115 1.548 -0.346
H: 2.365 0.577 -0.206
H: -3.190 1.448 0.574
H: -3.183 0.551 -1.091
H: -2.348 2.305 -0.902
H: 0.472 0.223 2.004
H: 1.790 1.244 2.194
H: 2.152 -0.397 2.183
H: 1.255 -0.798 -2.187
H: 2.026 -2.116 -1.695
H: 0.300 -2.154 -1.486



Record 2
The following is a quantum chemistry calculation of one molecule with the formula C2H4NO2P in a non-equilibrium geometry, from the Open Molecules 2025 dataset.

Its net charge is 0. As for the LUMO energy (spin up / spin down): -1.65 / -0.69 eV. The relative energy (zero: lowest compared OMol25 entry of this formula, charge and spin) comes out at 700.67 kJ/mol. The value obtained for the gap between HOMO and LUMO (spin up / spin down) is 0.21835 / 0.28688 hartree. The calculation puts the HOMO energy (spin up / spin down) at -7.6 / -8.5 eV.

Element x y z (Å)
C: 0.566 -0.494 -0.434
C: 0.585 0.841 0.384
N: -1.720 -1.352 -0.002
O: -0.339 -1.528 0.161
O: -2.028 -0.064 -0.055
P: -1.057 1.798 0.019
H: 0.176 -0.404 -1.371
H: 1.618 -1.030 -0.404
H: 0.826 0.634 1.512
H: 1.374 1.598 0.190



Record 3
The following is a quantum chemistry calculation of C23H26As2CoF3O5S6 as an isolated structure in a non-equilibrium geometry, from the Open Molecules 2025 dataset.

Its net charge is 0. As for the expectation value of S²: 6.044. As for the LUMO energy (spin up / spin down): -0.56 / -2.82 eV. The relative energy (zero: lowest compared OMol25 entry of this formula, charge and spin) comes out at 20.66 kJ/mol. The value obtained for the gap between HOMO and LUMO (spin up / spin down) is 0.26486 / 0.18016 hartree. The calculation puts the HOMO energy (spin up / spin down) at -7.8 / -7.7 eV. As for the multiplicity: 5.

Element x y z (Å)
Co: -0.351 -0.039 0.119
C: -3.784 2.594 -0.150
C: -3.017 1.312 -0.356
O: -1.806 1.409 -0.592
C: -3.708 0.042 -0.286
C: -5.093 0.006 -0.024
C: -5.795 -1.168 0.005
C: -5.105 -2.368 -0.237
C: -3.754 -2.372 -0.478
C: -2.998 -1.174 -0.493
O: -1.716 -1.234 -0.705
H: -3.115 3.435 -0.305
H: -4.164 2.625 0.876
H: -4.630 2.670 -0.834
H: -5.622 0.933 0.164
H: -6.858 -1.173 0.211
H: -5.646 -3.309 -0.228
H: -3.230 -3.306 -0.649
C: 3.275 -0.464 0.116
As: 1.800 -0.221 -1.132
C: 2.351 -1.564 -2.426
C: 2.306 1.447 -2.006
C: 3.136 1.463 -3.125
C: 3.408 2.652 -3.784
C: 2.839 3.835 -3.335
C: 2.028 3.828 -2.209
C: 1.763 2.643 -1.528
As: 0.728 2.584 0.137
C: -0.274 4.244 0.002
C: 2.153 3.215 1.313
H: 4.221 -0.272 -0.383
H: 3.251 -1.492 0.479
H: 3.151 0.200 0.968
H: 3.317 -1.315 -2.854
H: 1.611 -1.670 -3.213
H: 2.445 -2.505 -1.891
H: 3.576 0.547 -3.494
H: 4.058 2.653 -4.651
H: 3.026 4.764 -3.860
H: 1.599 4.757 -1.858
H: -0.932 4.278 0.867
H: -0.863 4.244 -0.911
H: 0.394 5.101 0.026
H: 2.696 4.029 0.839
H: 2.839 2.404 1.551
H: 1.685 3.557 2.234
C: 1.771 -4.735 3.141
S: 2.662 -4.812 1.562
C: 1.430 -4.638 0.335
C: 0.506 -3.588 0.135
S: 0.376 -2.298 1.193
S: -0.447 -3.741 -1.342
C: 0.305 -5.187 -1.938
S: -0.117 -5.896 -3.337
S: 1.514 -5.842 -0.879
H: 2.524 -4.976 3.891
H: 0.984 -5.487 3.155
H: 1.368 -3.745 3.317
F: 0.448 0.599 5.150
C: -0.521 0.055 4.416
F: -0.307 -1.266 4.329
F: -1.689 0.263 5.014
S: -0.515 0.789 2.742
O: 0.783 0.349 2.206
O: -0.657 2.206 2.951
O: -1.615 0.124 2.047



Record 4
The following is a quantum chemistry calculation of C34H57ClNPRu as an isolated structure in a non-equilibrium geometry, from the Open Molecules 2025 dataset.

Its net charge is 0. As for the expectation value of S²: 6.024. As for the LUMO energy (spin up / spin down): 0.60 / -0.71 eV. The value obtained for the gap between HOMO and LUMO (spin up / spin down) is 0.28104 / 0.25127 hartree. The calculation puts the HOMO energy (spin up / spin down) at -7.0 / -7.5 eV. As for the multiplicity: 5.

Element x y z (Å)
Ru: 0.743 0.198 1.136
P: -0.025 0.673 -1.137
Cl: 1.660 2.338 1.163
C: -2.571 -0.636 -0.133
H: -3.518 -0.586 -0.651
H: -2.274 0.232 0.465
C: 1.768 0.866 -1.602
C: -0.900 2.345 -1.372
C: 2.170 0.910 -3.074
H: 1.997 1.849 -1.165
C: 3.639 1.315 -3.155
H: 2.025 -0.077 -3.530
H: 1.566 1.635 -3.634
C: 4.543 0.396 -2.320
H: 3.957 1.299 -4.205
H: 3.736 2.348 -2.792
C: 4.044 0.135 -0.895
H: 4.641 -0.565 -2.841
H: 5.546 0.830 -2.270
C: 2.547 -0.190 -0.825
H: 4.601 -0.694 -0.442
H: 4.208 1.023 -0.269
H: 2.341 -1.188 -1.236
H: 2.291 -0.178 0.289
C: -0.694 -0.421 -2.570
C: -2.391 2.239 -1.739
H: -0.803 2.775 -0.358
C: -3.050 3.632 -1.805
H: -2.508 1.771 -2.727
H: -2.894 1.559 -1.043
C: -2.321 4.593 -2.758
H: -4.095 3.534 -2.120
H: -3.066 4.083 -0.803
C: -0.813 4.644 -2.493
H: -2.506 4.307 -3.804
H: -2.727 5.606 -2.641
C: -0.165 3.259 -2.360
H: -0.310 5.192 -3.298
H: -0.634 5.205 -1.566
H: -0.164 2.786 -3.354
H: 0.879 3.392 -2.048
C: 0.001 -1.786 -2.726
H: -1.718 -0.595 -2.196
C: -0.759 -2.691 -3.708
H: 1.030 -1.640 -3.089
H: 0.083 -2.312 -1.766
C: -1.029 -2.027 -5.064
H: -0.182 -3.613 -3.858
H: -1.718 -2.981 -3.254
C: -1.588 -0.606 -4.931
H: -0.095 -1.999 -5.644
H: -1.733 -2.642 -5.636
C: -0.778 0.248 -3.951
H: -1.592 -0.117 -5.913
H: -2.629 -0.654 -4.584
H: 0.232 0.363 -4.362
H: -1.210 1.253 -3.895
C: -0.289 -1.541 0.796
C: -2.034 -1.857 0.338
H: 0.184 -1.600 -0.209
C: -2.882 -2.402 1.496
H: -1.855 -2.625 -0.428
C: -2.088 -2.531 2.788
H: -3.757 -1.745 1.654
H: -3.253 -3.392 1.199
C: -0.836 -3.382 2.558
H: -1.804 -1.535 3.155
H: -2.720 -2.990 3.566
C: 0.148 -2.807 1.520
H: -0.331 -3.588 3.513
H: -1.168 -4.367 2.190
H: 1.170 -2.674 1.905
H: 0.292 -3.589 0.760
C: 3.101 -1.295 5.849
N: 1.774 -1.578 5.415
C: 0.969 -2.511 6.143
C: 1.332 -1.110 4.117
C: 0.374 0.044 4.165
C: -0.072 0.555 5.392
C: -1.051 1.557 5.432
C: -1.568 2.042 4.232
C: -1.093 1.584 2.995
C: -0.124 0.582 2.969
H: 3.406 -2.063 6.568
H: 3.158 -0.309 6.341
H: 3.779 -1.281 4.983
H: 0.162 -2.002 6.698
H: 0.495 -3.237 5.463
H: 1.619 -3.035 6.855
H: 2.213 -0.884 3.482
H: 0.783 -1.952 3.657
H: 0.353 0.146 6.307
H: -1.382 1.942 6.391
H: -2.351 2.802 4.253
H: -1.441 1.993 2.053



Record 5
The following is a quantum chemistry calculation of C55H69N7O2P2SiTi as an isolated structure in a non-equilibrium geometry, from the Open Molecules 2025 dataset.

Its net charge is +2. As for the LUMO energy: -6.53 eV. The relative energy (zero: lowest compared OMol25 entry of this formula, charge and spin) comes out at 90.72 kJ/mol. The value obtained for the gap between HOMO and LUMO is 0.20487 hartree. The calculation puts the HOMO energy at -12.1 eV.

Element x y z (Å)
Ti: -1.374 -0.126 0.489
O: 0.131 -0.224 7.096
C: -0.343 -1.197 6.508
O: -0.355 -2.421 6.655
C: -1.089 -0.766 5.153
C: -1.032 0.552 4.715
C: -1.268 0.825 3.382
N: -1.627 -0.155 2.527
C: -1.902 -1.388 3.009
C: -1.581 -1.743 4.303
C: -2.719 -2.186 2.093
C: -3.397 -3.333 2.482
C: -4.372 -3.850 1.649
C: -4.645 -3.195 0.451
C: -3.875 -2.109 0.098
N: -2.907 -1.617 0.882
C: -1.236 2.170 2.788
C: -1.027 3.320 3.538
C: -1.133 4.552 2.918
C: -1.503 4.597 1.582
C: -1.698 3.403 0.912
N: -1.524 2.209 1.476
H: -0.728 1.305 5.430
H: -1.665 -2.758 4.668
H: -3.192 -3.778 3.445
H: -4.927 -4.734 1.933
H: -5.427 -3.545 -0.208
H: -4.011 -1.618 -0.857
H: -0.796 3.255 4.591
H: -0.955 5.463 3.473
H: -1.635 5.539 1.069
H: -2.033 3.399 -0.116
C: -1.880 -3.545 -1.578
Si: -0.700 -2.342 -0.697
C: -0.018 -3.268 0.817
C: -0.341 -4.610 1.021
C: -0.031 -5.254 2.210
C: 0.588 -4.549 3.232
C: 0.948 -3.223 3.038
C: 0.671 -2.581 1.836
P: 1.241 -0.881 1.438
C: 2.701 -1.353 0.372
C: 3.533 -0.149 -0.076
C: 4.466 -0.546 -1.230
C: 5.013 -1.975 -1.053
C: 5.019 -2.378 0.419
C: 3.588 -2.464 0.968
C: 1.820 -0.155 3.067
C: 3.028 -0.687 3.867
C: 4.378 -0.057 3.534
C: 4.301 1.464 3.613
C: 3.227 1.984 2.664
C: 1.860 1.388 3.000
C: 0.585 -2.018 -2.054
C: 1.242 -3.098 -2.644
C: 2.117 -2.913 -3.701
C: 2.321 -1.635 -4.199
C: 1.672 -0.551 -3.628
C: 0.814 -0.728 -2.540
P: -0.157 0.632 -1.791
C: -1.398 0.959 -3.150
C: -0.827 1.390 -4.502
C: -1.974 1.729 -5.458
C: -2.890 0.523 -5.657
C: -3.420 0.013 -4.317
C: -2.265 -0.293 -3.362
C: 0.932 2.154 -1.598
C: 0.095 3.464 -1.633
C: 0.564 4.446 -2.707
C: 2.034 4.829 -2.506
C: 2.877 3.619 -2.061
C: 2.199 2.303 -2.450
H: -1.287 -4.280 -2.125
H: -2.520 -3.046 -2.309
H: -2.520 -4.085 -0.881
H: -0.843 -5.167 0.238
H: -0.286 -6.298 2.344
H: 0.799 -5.023 4.182
H: 1.421 -2.700 3.858
H: 2.226 -1.752 -0.520
H: 4.133 0.210 0.757
H: 2.878 0.671 -0.384
H: 5.290 0.170 -1.276
H: 3.931 -0.481 -2.178
H: 6.020 -2.042 -1.463
H: 4.391 -2.683 -1.609
H: 5.603 -1.651 0.989
H: 5.509 -3.344 0.543
H: 3.622 -2.414 2.055
H: 3.157 -3.435 0.711
H: 0.949 -0.421 3.671
H: 3.109 -1.770 3.819
H: 2.800 -0.445 4.911
H: 4.715 -0.361 2.541
H: 5.111 -0.432 4.250
H: 5.267 1.909 3.371
H: 4.052 1.758 4.637
H: 3.498 1.744 1.633
H: 3.158 3.072 2.735
H: 1.134 1.751 2.269
H: 1.560 1.765 3.984
H: 1.073 -4.099 -2.259
H: 2.631 -3.759 -4.139
H: 2.989 -1.476 -5.036
H: 1.841 0.425 -4.050
H: -2.041 1.765 -2.777
H: -0.250 0.569 -4.930
H: -0.168 2.254 -4.398
H: -1.564 2.045 -6.419
H: -2.551 2.569 -5.058
H: -2.329 -0.278 -6.147
H: -3.722 0.785 -6.313
H: -4.021 -0.886 -4.472
H: -4.071 0.773 -3.868
H: -1.641 -1.083 -3.793
H: -2.648 -0.656 -2.408
H: 1.287 2.014 -0.569
H: 0.179 3.962 -0.666
H: -0.963 3.249 -1.795
H: -0.060 5.340 -2.667
H: 0.419 4.015 -3.699
H: 2.112 5.625 -1.763
H: 2.424 5.235 -3.440
H: 3.025 3.633 -0.977
H: 3.867 3.662 -2.515
H: 2.879 1.471 -2.273
H: 1.970 2.338 -3.516
N: -6.795 3.156 -1.663
C: -6.128 2.176 -1.065
N: -6.805 1.215 -0.429
N: -4.807 2.199 -1.146
C: -3.903 1.432 -0.710
N: -2.980 0.794 -0.379
H: -7.800 3.205 -1.643
H: -6.285 3.881 -2.138
H: -7.808 1.240 -0.356
H: -6.317 0.500 0.081



Record 6
The following is a quantum chemistry calculation of C3H5N2S as an isolated structure in a non-equilibrium geometry, from the Open Molecules 2025 dataset.

Its net charge is -1. As for the LUMO energy (spin up / spin down): 3.38 / 3.38 eV. The relative energy (zero: lowest compared OMol25 entry of this formula, charge and spin) comes out at 343.81 kJ/mol. The value obtained for the gap between HOMO and LUMO (spin up / spin down) is 0.23424 / 0.23032 hartree. The calculation puts the HOMO energy (spin up / spin down) at -3.0 / -2.9 eV.

Element x y z (Å)
C: -0.069 1.153 -0.455
C: -1.118 1.756 0.245
C: 0.189 -1.175 0.064
N: -0.682 -0.066 -0.319
N: -1.591 0.563 0.594
S: -4.004 -0.119 -0.232
H: 0.947 1.456 -0.577
H: -1.626 2.647 0.506
H: 0.373 -1.645 -0.992
H: 1.106 -0.897 0.535
H: -0.440 -1.914 0.735



Record 7
The following is a quantum chemistry calculation of CH6F3NaO6S as an isolated structure in a non-equilibrium geometry, from the Open Molecules 2025 dataset.

Its net charge is 0. As for the LUMO energy: -1.81 eV. The relative energy (zero: lowest compared OMol25 entry of this formula, charge and spin) comes out at 256.48 kJ/mol. The value obtained for the gap between HOMO and LUMO is 0.22073 hartree. The calculation puts the HOMO energy at -7.8 eV.

Element x y z (Å)
Na: -8.531 -13.729 -9.764
C: -12.910 -9.849 -6.764
F: -13.716 -10.322 -7.755
F: -12.335 -8.685 -7.226
F: -13.724 -9.640 -5.726
S: -11.455 -11.080 -6.299
O: -11.157 -11.843 -7.513
O: -10.365 -10.240 -5.821
O: -12.009 -11.969 -5.248
O: -6.375 -15.305 -7.896
H: -5.548 -15.163 -7.435
H: -6.453 -16.257 -7.959
O: -9.021 -13.476 -13.035
H: -9.835 -13.845 -13.377
H: -8.332 -13.892 -13.553
O: -9.529 -17.258 -10.114
H: -9.820 -17.520 -9.241
H: -9.211 -18.067 -10.514



Record 8
The following is a quantum chemistry calculation of C5H6N as an isolated structure in a non-equilibrium geometry, from the Open Molecules 2025 dataset.

Its net charge is +1. As for the LUMO energy: -5.61 eV. The relative energy (zero: lowest compared OMol25 entry of this formula, charge and spin) comes out at 615.96 kJ/mol. The value obtained for the gap between HOMO and LUMO is 0.33285 hartree. The calculation puts the HOMO energy at -14.7 eV.

Element x y z (Å)
C: -0.351 0.392 1.784
C: 0.488 -0.329 1.189
C: -0.412 1.029 0.087
C: 0.295 -1.032 -1.109
C: 1.279 -0.590 0.012
N: 0.520 0.372 -0.799
H: -1.026 0.618 2.518
H: -1.461 0.815 0.013
H: -0.003 2.017 0.477
H: 0.715 -1.530 -2.025
H: -0.768 -1.412 -0.813
H: 2.422 -0.781 -0.065